# 1
C30H58BNO14S2 | ωB97M-V with the def2-TZVPD basis set

Each line ends with the Mulliken charge.
Cartesian coordinates (Å):
N: -2.767 -4.344 -0.731  -0.51
C: -2.586 -3.591 -2.032  -0.40
C: -1.527 -2.397 -1.691  -0.27
C: -1.881 -1.155 -2.616  -1.51
C: -0.671 -0.547 -3.523  -0.60
B: -0.193 -1.811 -4.452  1.14
O: 1.093 -1.867 -5.161  -0.72
O: -1.030 -2.969 -4.735  -0.64
O: -1.417 0.422 -4.367  -0.45
S: -0.522 1.050 -5.605  1.21
O: -1.057 2.461 -5.838  -0.73
O: -0.674 0.355 -6.946  -0.65
C: 1.227 1.280 -5.065  -0.55
C: 1.216 1.412 -3.477  -1.33
C: 0.503 0.170 -2.666  3.12
C: -0.170 0.988 -1.419  -2.27
C: -0.325 0.187 -0.057  -0.41
C: -0.016 1.150 1.220  -0.91
C: 0.598 0.353 2.470  -0.63
S: -0.710 -0.439 3.529  1.11
O: -1.617 -1.310 2.690  -0.52
O: 0.020 -1.273 4.562  -0.66
O: -1.637 0.681 4.366  -0.48
C: 1.723 -0.771 -2.262  -1.00
C: 2.700 -0.295 -1.110  0.68
C: 3.480 -1.447 -0.358  -0.49
C: 4.475 -1.128 0.784  -0.62
C: 4.738 0.324 1.290  -0.53
C: 3.991 1.467 0.569  -0.43
C: 3.009 1.123 -0.607  -0.30
H: -3.060 -5.314 -0.921  0.23
H: -1.848 -4.406 -0.253  0.22
H: -2.213 -4.291 -2.851  0.18
H: -3.594 -3.098 -2.251  0.28
H: -0.453 -2.767 -1.682  0.14
H: -1.778 -2.105 -0.599  0.08
H: -2.657 -1.520 -3.396  0.71
H: -2.452 -0.332 -2.038  0.49
H: 0.864 -1.643 -6.096  0.31
H: -0.414 -3.726 -4.867  0.30
H: 1.969 0.519 -5.491  0.25
H: 1.560 2.303 -5.490  0.53
H: 0.702 2.421 -3.238  0.42
H: 2.312 1.554 -3.164  0.23
H: 0.414 1.957 -1.178  0.78
H: -1.179 1.371 -1.840  0.49
H: 0.282 -0.773 0.043  0.39
H: -1.439 -0.101 0.062  0.42
H: -1.037 1.569 1.565  0.38
H: 0.622 2.057 0.955  0.43
H: 1.157 1.124 3.124  0.32
H: 1.328 -0.445 2.106  0.30
H: -1.681 0.342 5.298  0.36
H: 1.434 -1.864 -2.012  0.06
H: 2.389 -0.868 -3.207  0.56
H: 3.356 -2.546 -0.671  0.29
H: 5.065 -1.967 1.308  0.27
H: 5.468 0.595 2.122  0.35
H: 4.116 2.577 0.849  0.43
H: 2.516 2.005 -1.125  0.15
C: -10.283 -5.747 0.901  -0.81
O: -9.091 -5.393 1.578  -0.27
C: -8.295 -6.515 1.942  -0.54
C: -6.809 -6.226 1.737  -0.26
O: -6.393 -6.150 0.372  -0.49
C: -6.872 -5.041 -0.393  -0.41
C: -6.318 -3.682 0.029  -0.18
O: -6.862 -3.267 1.276  -0.34
C: -5.914 -2.644 2.122  -0.78
H: -11.037 -6.089 1.618  0.31
H: -10.658 -4.856 0.393  0.23
H: -10.104 -6.515 0.143  0.37
H: -8.571 -7.404 1.365  0.34
H: -8.479 -6.715 3.003  0.39
H: -6.250 -7.066 2.162  0.42
H: -6.489 -5.343 2.289  0.06
H: -7.962 -5.040 -0.435  0.08
H: -6.534 -5.231 -1.417  0.46
H: -6.600 -2.931 -0.717  0.42
H: -5.224 -3.740 0.072  0.06
H: -4.975 -3.208 2.150  0.34
H: -6.323 -2.621 3.134  0.28
H: -5.726 -1.617 1.787  0.29
C: 6.993 5.072 4.987  -0.80
O: 7.304 5.329 3.629  -0.28
C: 6.905 4.285 2.751  -0.50
C: 6.337 4.847 1.449  -0.40
O: 5.058 5.474 1.571  -0.40
C: 5.002 6.699 2.306  -0.34
C: 5.707 7.879 1.641  -0.56
O: 7.120 7.728 1.683  -0.29
C: 7.766 8.137 0.492  -0.81
H: 7.728 4.385 5.418  0.31
H: 7.035 6.020 5.527  0.24
H: 5.982 4.667 5.099  0.36
H: 6.156 3.635 3.217  0.31
H: 7.796 3.688 2.526  0.40
H: 6.181 4.004 0.768  0.47
H: 7.046 5.507 0.950  0.10
H: 5.338 6.552 3.333  0.11
H: 3.938 6.946 2.372  0.42
H: 5.460 8.797 2.184  0.40
H: 5.348 7.975 0.610  0.34
H: 7.250 7.749 -0.392  0.38
H: 8.779 7.731 0.496  0.23
H: 7.819 9.232 0.448  0.31

Calculated values
- Kohn-Sham gap: 8.9 eV

---

# 2
C33H35AuGeO2P2STe | ωB97M-V with the def2-TZVPD basis set

Each line ends with the Mulliken charge.
Cartesian coordinates (Å):
Au: 0.110 1.116 -0.818  0.05
O: -0.338 -0.042 1.726  -0.62
P: -1.118 -1.033 2.507  0.80
C: -1.049 -2.733 1.854  -0.74
P: -1.818 -2.965 0.218  0.91
O: -1.541 -1.895 -0.765  -0.52
C: -3.583 -3.159 0.552  0.61
C: -4.445 -2.197 0.037  -0.15
C: -5.809 -2.297 0.276  -0.56
C: -6.309 -3.351 1.025  -0.59
C: -5.449 -4.315 1.538  -0.70
C: -4.088 -4.220 1.299  -0.53
C: -1.235 -4.586 -0.328  0.39
C: -0.852 -5.611 0.534  -0.14
C: -0.448 -6.837 0.025  -0.79
C: -0.424 -7.043 -1.347  -0.43
C: -0.796 -6.022 -2.211  -0.60
C: -1.200 -4.796 -1.705  -0.62
C: -2.866 -0.624 2.660  0.76
C: -3.337 0.497 1.989  -0.46
C: -4.680 0.842 2.081  -0.57
C: -5.543 0.072 2.843  -0.67
C: -5.073 -1.049 3.519  -0.63
C: -3.737 -1.395 3.430  -0.41
C: -0.508 -1.176 4.208  0.65
C: -0.625 -2.311 5.007  -0.15
C: -0.157 -2.300 6.312  -0.80
C: 0.432 -1.154 6.828  -0.41
C: 0.557 -0.022 6.036  -0.59
C: 0.092 -0.032 4.731  -0.63
H: -1.526 -3.419 2.557  0.13
H: 0.011 -2.992 1.784  0.64
H: -4.041 -1.374 -0.539  0.22
H: -6.479 -1.545 -0.121  0.46
H: -7.374 -3.427 1.207  0.41
H: -5.842 -5.143 2.114  0.41
H: -3.423 -4.987 1.683  0.36
H: -0.857 -5.461 1.607  0.30
H: -0.149 -7.628 0.699  0.39
H: -0.106 -7.998 -1.744  0.38
H: -0.768 -6.179 -3.281  0.41
H: -1.474 -3.987 -2.370  0.41
H: -2.658 1.079 1.380  0.52
H: -5.046 1.709 1.547  0.40
H: -6.590 0.341 2.913  0.41
H: -5.749 -1.652 4.110  0.42
H: -3.375 -2.268 3.964  0.24
H: -1.080 -3.216 4.624  0.19
H: -0.250 -3.187 6.925  0.40
H: 0.798 -1.146 7.847  0.38
H: 1.023 0.870 6.435  0.40
H: 0.204 0.840 4.099  0.39
Te: -2.267 0.922 -1.766  -0.21
C: -2.469 2.994 -2.162  0.06
C: -3.314 3.860 -1.527  -0.24
C: -3.244 5.192 -2.024  -0.62
C: -2.344 5.323 -3.035  -0.50
S: -1.594 3.823 -3.386  -0.10
H: -3.960 3.553 -0.716  0.40
H: -3.834 6.014 -1.642  0.37
H: -2.089 6.217 -3.581  0.39
C: 2.364 4.352 -1.558  -1.01
Ge: 2.802 2.614 -2.328  0.42
C: 2.016 2.356 -4.101  -1.01
C: 4.745 2.373 -2.439  -1.10
C: 1.982 1.226 -1.195  -0.36
H: 2.691 5.152 -2.223  0.36
H: 2.858 4.480 -0.595  0.35
H: 1.287 4.434 -1.415  0.28
H: 2.262 3.213 -4.730  0.35
H: 0.936 2.259 -4.036  0.28
H: 2.419 1.454 -4.562  0.36
H: 5.188 3.163 -3.047  0.35
H: 4.985 1.413 -2.898  0.35
H: 5.206 2.407 -1.452  0.35
H: 2.544 0.283 -1.181  0.41

Calculated values
- ΔE to the lowest compared entry with this formula, charge and spin: 3.00 kcal per mole
- Kohn-Sham gap (spin up / spin down): 6.0 / 6.0 eV